{"formula": "C6H12N2O2", "method": "ωB97M-V/def2-TZVPD", "e_above_lowest_ev": 4.010, "homo_lumo_gap_ev": 9.66, "max_force_ev_per_a": 4.71, "lumo_ha": 0.02207, "total_energy_ev": -13488.416, "elements": ["C", "N", "C", "C", "O", "N", "C", "C", "C", "H", "H", "H", "H", "H", "H", "H", "H", "H", "H", "H", "O", "H"], "xyz": [[-0.86, 0.95, -1.92], [-0.39, -0.33, -1.43], [0.84, -0.48, -0.68], [1.64, 0.70, -0.20], [2.09, 1.57, -0.90], [0.28, 1.20, 1.34], [-0.87, 0.39, 1.00], [-0.49, -0.69, -0.02], [-0.99, -2.08, 0.30], [-0.63, 1.81, -1.27], [-0.40, 1.14, -2.90], [-1.94, 0.89, -2.05], [1.47, -1.35, -0.93], [0.07, 2.15, 1.63], [-1.31, -0.11, 1.88], [-1.64, 1.02, 0.53], [-2.08, -2.07, 0.40], [-0.71, -2.77, -0.51], [-0.56, -2.44, 1.24], [1.29, 0.74, 2.03], [2.64, 0.35, 1.14], [2.55, -0.59, 1.33]], "nbo_charge": [-0.425, -0.385, -0.201, 0.821, -0.566, -0.840, -0.244, 0.095, -0.610, 0.185, 0.221, 0.202, 0.227, 0.386, 0.194, 0.206, 0.214, 0.227, 0.209, 0.465, -0.838, 0.458]}

{"formula": "C42H77F6N14P", "method": "ωB97M-V/def2-TZVPD", "e_above_lowest_ev": 1.686, "total_charge": 6, "homo_lumo_gap_ev": 9.39, "max_force_ev_per_a": 2.83, "lumo_ha": -0.40915, "total_energy_ev": -91205.841, "elements": ["C", "C", "N", "C", "C", "N", "C", "C", "H", "H", "H", "H", "H", "H", "H", "H", "H", "H", "H", "C", "C", "N", "C", "C", "N", "C", "C", "H", "H", "H", "H", "H", "H", "H", "H", "H", "H", "H", "C", "C", "N", "C", "C", "N", "C", "C", "H", "H", "H", "H", "H", "H", "H", "H", "H", "H", "H", "C", "C", "N", "C", "C", "N", "C", "C", "H", "H", "H", "H", "H", "H", "H", "H", "H", "H", "H", "C", "C", "N", "C", "C", "N", "C", "C", "H", "H", "H", "H", "H", "H", "H", "H", "H", "H", "H", "C", "C", "N", "C", "C", "N", "C", "C", "H", "H", "H", "H", "H", "H", "H", "H", "H", "H", "H", "C", "C", "N", "C", "C", "N", "C", "C", "H", "H", "H", "H", "H", "H", "H", "H", "H", "H", "H", "P", "F", "F", "F", "F", "F", "F"], "xyz": [[18.76, -1.90, 20.79], [18.07, -1.81, 19.43], [18.54, -2.75, 18.42], [18.69, -2.53, 17.08], [19.04, -3.72, 16.52], [18.97, -4.68, 17.49], [18.78, -4.04, 18.68], [19.39, -6.08, 17.37], [18.78, -2.86, 21.31], [18.17, -1.24, 21.43], [19.80, -1.57, 20.91], [18.10, -0.77, 19.09], [17.01, -1.96, 19.64], [18.60, -1.51, 16.74], [19.33, -4.05, 15.53], [18.74, -4.48, 19.66], [18.49, -6.69, 17.44], [19.93, -6.33, 18.29], [20.01, -6.27, 16.51], [25.73, -11.92, 18.21], [24.59, -12.30, 17.33], [24.13, -13.70, 17.44], [24.76, -14.76, 16.87], [24.06, -15.87, 17.25], [23.04, -15.48, 18.06], [23.06, -14.13, 18.15], [22.16, -16.43, 18.79], [25.54, -12.27, 19.23], [25.67, -10.83, 18.36], [26.71, -12.12, 17.80], [24.71, -12.09, 16.26], [23.75, -11.63, 17.53], [25.61, -14.62, 16.23], [24.15, -16.88, 16.88], [22.42, -13.46, 18.69], [22.02, -16.15, 19.82], [22.64, -17.38, 18.57], [21.21, -16.43, 18.26], [25.23, -8.36, 20.86], [26.62, -7.81, 21.24], [26.64, -6.72, 22.21], [25.96, -6.79, 23.42], [26.10, -5.56, 23.99], [27.06, -4.88, 23.29], [27.26, -5.51, 22.13], [27.67, -3.54, 23.54], [25.31, -8.69, 19.83], [24.46, -7.59, 20.91], [25.01, -9.20, 21.52], [27.03, -7.42, 20.30], [27.33, -8.58, 21.55], [25.31, -7.63, 23.60], [25.58, -5.12, 24.82], [27.88, -5.15, 21.33], [27.11, -3.19, 24.42], [27.56, -2.91, 22.67], [28.66, -3.78, 23.91], [30.29, -8.65, 13.83], [30.16, -8.18, 15.27], [28.82, -7.49, 15.41], [28.46, -6.22, 15.06], [27.14, -6.04, 15.41], [26.75, -7.20, 16.00], [27.73, -8.11, 15.91], [25.39, -7.47, 16.48], [29.54, -9.41, 13.60], [31.26, -9.14, 13.69], [30.14, -7.95, 13.01], [30.77, -7.29, 15.45], [30.31, -8.98, 15.98], [29.07, -5.46, 14.61], [26.56, -5.15, 15.23], [27.65, -9.12, 16.25], [25.30, -8.54, 16.69], [24.65, -7.11, 15.78], [25.22, -6.99, 17.44], [18.46, -12.53, 14.98], [18.00, -11.09, 14.85], [17.53, -10.53, 16.12], [16.22, -10.28, 16.49], [16.28, -9.98, 17.82], [17.56, -10.15, 18.27], [18.32, -10.44, 17.20], [18.06, -9.95, 19.62], [17.91, -13.19, 15.66], [19.45, -12.63, 15.45], [18.55, -12.94, 13.97], [17.15, -11.03, 14.17], [18.83, -10.45, 14.55], [15.40, -10.37, 15.79], [15.51, -9.57, 18.46], [19.41, -10.49, 17.19], [18.95, -9.35, 19.71], [18.15, -10.89, 20.16], [17.23, -9.45, 20.14], [18.67, -9.31, 9.46], [18.69, -9.79, 10.92], [19.57, -9.01, 11.79], [19.15, -8.13, 12.78], [20.26, -7.61, 13.35], [21.35, -8.04, 12.64], [20.89, -8.87, 11.71], [22.72, -7.64, 12.93], [18.05, -9.86, 8.76], [19.70, -9.34, 9.08], [18.53, -8.23, 9.32], [19.12, -10.79, 10.89], [17.69, -9.93, 11.33], [18.12, -7.99, 13.07], [20.38, -6.94, 14.19], [21.46, -9.37, 10.94], [23.46, -8.01, 12.22], [23.05, -8.13, 13.85], [22.77, -6.57, 13.08], [21.98, -12.34, 13.78], [21.90, -13.05, 12.43], [23.15, -13.73, 12.07], [24.02, -13.30, 11.11], [24.96, -14.28, 10.95], [24.62, -15.32, 11.79], [23.50, -14.96, 12.44], [25.38, -16.53, 12.02], [22.73, -11.53, 13.71], [22.41, -12.80, 14.68], [21.05, -11.90, 14.12], [21.66, -12.36, 11.63], [21.07, -13.76, 12.39], [23.85, -12.32, 10.71], [25.79, -14.45, 10.29], [23.02, -15.62, 13.16], [26.37, -16.36, 11.61], [24.92, -17.41, 11.54], [25.39, -16.87, 13.05], [22.08, -9.20, 16.95], [23.26, -9.75, 15.98], [22.37, -7.63, 16.68], [21.05, -9.17, 15.68], [20.93, -8.77, 18.04], [21.61, -10.70, 17.36], [23.18, -9.20, 18.16]], "lowdin_charge": [-0.064, -0.138, -0.038, 0.031, 0.000, -0.084, 0.011, 0.011, 0.070, 0.098, 0.086, 0.141, 0.141, 0.154, 0.132, 0.165, 0.100, 0.094, 0.072, -0.044, -0.195, -0.048, -0.005, -0.008, -0.076, 0.023, 0.064, 0.100, 0.060, 0.087, 0.124, 0.082, 0.142, 0.148, 0.169, 0.114, 0.108, 0.107, -0.061, -0.162, -0.056, 0.021, 0.009, -0.080, 0.003, 0.067, 0.043, 0.087, 0.082, 0.113, 0.137, 0.141, 0.150, 0.169, 0.109, 0.107, 0.117, -0.062, -0.107, -0.037, 0.013, 0.006, -0.093, -0.014, 0.007, 0.076, 0.097, 0.089, 0.134, 0.132, 0.155, 0.144, 0.163, 0.071, 0.084, 0.104, -0.058, -0.154, -0.050, 0.037, 0.007, -0.069, -0.012, 0.031, 0.100, 0.059, 0.084, 0.131, 0.098, 0.148, 0.150, 0.129, 0.091, 0.113, 0.108, -0.037, -0.158, -0.027, 0.013, -0.028, -0.060, -0.019, 0.026, 0.100, 0.075, 0.094, 0.117, 0.130, 0.145, 0.123, 0.173, 0.110, 0.075, 0.113, -0.059, -0.139, -0.056, 0.012, 0.035, -0.075, -0.002, 0.029, 0.073, 0.072, 0.047, 0.117, 0.134, 0.138, 0.153, 0.174, 0.114, 0.122, 0.104, 0.209, -0.167, -0.154, -0.170, -0.171, -0.178, -0.157]}

{"formula": "C2H44FO22Y", "method": "ωB97M-V/def2-TZVPD", "homo_lumo_gap_ev": 5.47, "max_force_ev_per_a": 3.63, "lumo_ha": -0.06278, "total_energy_ev": -51596.905, "elements": ["Y", "F", "O", "C", "C", "O", "H", "H", "H", "H", "O", "H", "H", "O", "H", "H", "O", "H", "H", "O", "H", "H", "O", "H", "H", "O", "H", "H", "O", "H", "H", "O", "H", "H", "O", "H", "H", "O", "H", "H", "O", "H", "H", "O", "H", "H", "O", "H", "H", "O", "H", "H", "O", "H", "H", "O", "H", "H", "O", "H", "H", "O", "H", "H", "O", "H", "H", "O", "H", "H"], "xyz": [[16.85, 20.87, 9.34], [12.31, 24.61, 10.58], [15.78, 22.23, 8.03], [15.24, 23.26, 8.84], [14.80, 22.51, 10.11], [16.05, 22.33, 10.68], [14.34, 23.71, 8.35], [15.92, 24.08, 8.98], [14.36, 21.52, 10.00], [14.16, 23.20, 10.72], [17.57, 20.27, 7.17], [17.43, 19.33, 6.87], [18.08, 20.75, 6.51], [12.76, 26.07, 8.43], [12.92, 26.85, 7.94], [12.60, 25.32, 7.84], [18.48, 20.65, 11.14], [18.38, 20.07, 11.90], [18.72, 21.48, 11.59], [14.44, 22.41, 5.60], [14.80, 22.32, 6.48], [13.94, 21.63, 5.33], [19.14, 23.08, 12.13], [18.26, 23.49, 12.27], [19.12, 22.51, 12.90], [14.94, 25.29, 6.06], [14.63, 24.44, 6.30], [14.26, 25.70, 5.49], [12.71, 21.50, 7.86], [12.30, 21.71, 8.72], [13.64, 21.66, 7.97], [15.65, 19.60, 11.03], [14.90, 20.05, 11.37], [15.30, 18.66, 10.85], [15.92, 26.81, 8.24], [15.44, 27.54, 7.87], [15.52, 26.09, 7.71], [12.96, 23.35, 13.06], [13.08, 22.42, 12.96], [12.66, 23.71, 12.22], [17.52, 23.69, 6.42], [18.23, 23.10, 6.19], [16.84, 23.12, 6.82], [14.53, 26.00, 10.45], [15.10, 26.40, 9.77], [15.12, 25.41, 10.92], [16.35, 22.08, 13.16], [16.18, 22.17, 12.19], [16.22, 22.96, 13.46], [15.10, 19.67, 8.29], [15.00, 19.63, 7.33], [14.40, 19.12, 8.66], [12.33, 23.93, 6.92], [12.06, 23.74, 6.03], [12.66, 23.08, 7.19], [18.52, 22.56, 9.19], [19.48, 22.48, 9.27], [18.16, 23.45, 8.92], [17.96, 25.22, 9.14], [17.71, 25.09, 10.02], [17.34, 25.92, 8.91], [12.80, 19.42, 10.29], [12.56, 20.24, 10.72], [12.46, 18.78, 10.91], [11.59, 22.06, 10.46], [11.77, 23.02, 10.43], [10.66, 21.97, 10.29], [16.71, 24.67, 11.74], [16.24, 24.68, 12.61], [16.45, 23.85, 11.31]], "lowdin_charge": [1.600, -0.518, -0.425, -0.243, -0.261, -0.416, 0.114, 0.091, 0.071, 0.112, -0.087, 0.114, 0.093, -0.066, 0.004, -0.035, -0.096, 0.080, 0.005, -0.041, -0.023, 0.049, -0.042, 0.026, 0.053, -0.034, -0.028, 0.078, -0.043, 0.035, -0.026, -0.087, 0.039, 0.127, -0.061, 0.068, 0.034, -0.068, -0.014, -0.028, -0.039, 0.011, -0.015, -0.069, -0.020, -0.027, -0.065, -0.042, -0.003, -0.095, 0.089, 0.074, -0.041, 0.058, -0.031, -0.102, 0.093, 0.050, -0.013, -0.014, 0.016, -0.031, 0.007, 0.056, -0.077, -0.013, 0.057, -0.057, 0.101, -0.011]}